Model 1:
This record from the OMol25 dataset describes one molecule with the formula C4H6FNS. The level of theory is ωB97M-V with the def2-TZVPD basis set.

Geometry as XYZ:
```
13
C4H6FNS, DFT ωB97M-V with the def2-TZVPD basis set
F -0.207 1.527 -1.126
C -1.355 0.665 -1.204
C -0.876 -0.529 -0.231
S -1.979 -1.360 0.591
N 0.392 -0.702 -0.198
C 1.120 -0.925 1.114
C 1.328 0.367 0.221
H -2.061 1.263 -0.606
H -1.724 0.369 -2.260
H 1.701 -1.866 1.357
H 0.386 -0.647 1.918
H 2.206 0.482 -0.282
H 1.067 1.356 0.706
```

* lowest unoccupied orbital energy: 0.404 eV
* structure (SMILES): FCC(=S)N1CC1
* total charge: 0
* gap between HOMO and LUMO: 9.03 eV

Model 2:
This record from the OMol25 dataset describes C4H6FNS as an isolated structure. The level of theory is ωB97M-V with the def2-TZVPD basis set.

Geometry as XYZ:
```
13
C4H6FNS, DFT ωB97M-V with the def2-TZVPD basis set
C 1.860 -0.598 -0.626
C -0.708 0.174 -0.435
C -0.556 0.320 0.930
C -1.705 0.703 1.546
H 2.758 0.263 -0.514
H 2.235 -1.691 -1.386
H 1.409 -1.123 0.280
H 0.336 0.049 -2.114
H 0.464 -0.007 1.380
H -2.640 0.715 0.760
N 0.501 -0.164 -1.134
F -1.901 1.087 2.756
S -2.053 0.271 -1.443
```

* lowest unoccupied orbital energy: -0.138 eV
* total charge: 0
* gap between HOMO and LUMO: 8.25 eV

It is model 1 that is the most stable of them.